Entry 1:
C17H24BrCuN2O3PSTe as an isolated structure, computed with ωB97M-V with the def2-TZVPD basis set.

Its spin multiplicity is 1. The charge is -1. The total energy is -6219.671857 a.u. The HOMO-LUMO gap is 6.50 eV. The energy relative to the best compared isomer or geometry (same formula, charge and spin) is 6.8 kcal per mole. Its lowest unoccupied orbital energy is 0.095 Eh. The HOMO energy comes out at -3.912 eV.

The geometry in XYZ format:
```
51
Properties=species:S:1:pos:R:3:forces:R:3:lowdin_charge:R:1
Cu 1.17419 -0.39379 -0.24545 0.1224 -0.7528 0.0468 -0.0095
Br 1.48675 -1.03592 2.57659 -0.0436 0.0760 -0.0515 0.7982
C 0.44791 -2.60038 2.29589 -0.0030 -0.0340 -0.1213 -0.5869
C 0.09122 -3.29525 3.41600 -0.0700 -0.1155 0.0215 -0.1621
C -0.63754 -4.49906 3.29583 0.0599 0.0663 0.0231 -0.1072
C -0.96893 -4.96762 2.06039 0.0300 0.0490 -0.0507 -0.0652
C -0.61581 -4.24815 0.88833 0.0232 0.0149 -0.0104 -0.1823
C -0.97075 -4.75694 -0.38619 0.0100 0.0408 0.0724 -0.0793
C -0.63820 -4.05518 -1.50676 0.0615 0.1102 0.0005 -0.1089
C 0.02703 -2.81076 -1.39784 -0.0773 -0.0909 -0.0318 -0.1467
C 0.40444 -2.23024 -0.19920 0.0114 -0.0828 0.0429 -0.1696
C 0.09499 -3.01082 0.97097 -0.0027 -0.0184 0.0389 -0.2286
H 0.37571 -2.92345 4.39142 0.0111 -0.0230 -0.0180 0.0837
H -0.91088 -5.04955 4.18855 -0.0047 0.0189 -0.0079 0.0919
H -1.50915 -5.90210 1.95028 -0.0075 0.0082 -0.0052 0.0994
H -1.50657 -5.69846 -0.44530 0.0157 -0.0020 0.0048 0.0949
H -0.89912 -4.44514 -2.48616 -0.0021 0.0211 -0.0007 0.0882
H 0.22494 -2.27845 -2.32584 -0.0133 -0.0506 0.0154 0.0595
C 2.54521 3.37877 -1.94091 -0.0290 -0.0570 0.0537 -0.1055
N 3.18570 2.26687 -1.26446 0.0715 -0.1012 -0.1724 -0.0734
C 3.10716 0.98814 -1.68427 -0.1581 0.2309 0.1400 -0.8367
S 3.59339 -0.27515 -0.65930 -0.0183 0.1744 -0.2368 0.6572
N 2.61437 0.81005 -2.93204 0.0436 -0.1718 0.0008 -0.0370
C 2.27128 -0.48613 -3.49118 0.0816 0.0632 0.0469 -0.1010
H 2.79206 4.28828 -1.40002 -0.0027 0.0008 0.0391 0.0785
H 1.45440 3.27779 -1.95304 0.0199 -0.0357 -0.0143 0.0738
H 2.91971 3.48059 -2.96156 0.0526 0.0156 -0.0144 0.0779
H 3.26342 2.35472 -0.25624 0.0382 0.0150 0.0256 -0.0220
H 2.09164 1.58644 -3.29887 -0.0167 0.0453 -0.0287 0.1076
H 2.64463 -1.26214 -2.82882 0.0065 -0.0087 0.0196 0.0387
H 2.72094 -0.60564 -4.47749 0.0068 0.0067 -0.0370 0.0750
H 1.18911 -0.59061 -3.57178 -0.0369 0.0071 0.0131 0.0763
C -2.40726 -0.58816 0.84738 -0.0249 -0.0134 -0.0224 -0.0610
C -2.30078 0.89158 1.13173 0.1108 -0.1461 0.0510 -0.2699
O -0.96994 1.23921 1.56539 -0.1852 -0.0781 0.1901 -0.3277
P 0.01088 2.07422 0.62010 -0.4687 0.7213 -0.2960 0.0795
O 0.27589 1.37785 -0.69166 0.1614 0.1532 0.3096 -0.3878
Te 1.77008 2.90744 1.95660 0.0409 -0.0617 0.0706 0.3988
O -0.94818 3.31678 0.16329 0.1407 -0.0347 -0.0099 -0.3192
C -1.48561 4.23279 1.11480 -0.0025 -0.0897 -0.1457 -0.3391
C -2.43781 5.14489 0.37489 -0.0622 0.0779 0.0368 -0.0840
H -3.43077 -0.82107 0.53821 0.0318 -0.0281 0.0144 0.0789
H -2.16566 -1.17761 1.73384 -0.0018 0.0318 -0.0170 0.0810
H -1.71768 -0.88018 0.05505 -0.0538 0.0291 0.0233 0.0577
H -2.96279 1.17647 1.95061 -0.0181 0.0516 0.0530 0.1129
H -2.57578 1.47691 0.25528 0.0450 0.0622 -0.0841 0.1095
H -0.67627 4.79743 1.57913 0.0949 0.0000 0.0171 0.0645
H -2.00564 3.69190 1.91046 -0.0072 -0.0792 -0.0015 0.1098
H -1.90335 5.74068 -0.36703 -0.0083 -0.0343 0.0164 0.0733
H -2.92552 5.82222 1.08008 0.0068 0.0116 -0.0390 0.0712
H -3.20704 4.56590 -0.13966 0.0203 0.0068 0.0292 0.0726
```
Positions in Å, forces in eV/Å.

---

Entry 2:
A 2-piece molecular cluster, C3H10NO overall, computed with ωB97M-V with the def2-TZVPD basis set.

Its spin multiplicity is 1. The charge is +1. The total energy is -249.974064 a.u. The HOMO-LUMO gap is 9.36 eV. The energy relative to the best compared isomer or geometry (same formula, charge and spin) is 50.0 kcal per mole. Its lowest unoccupied orbital energy is -0.135 Eh. The HOMO energy comes out at -13.042 eV.

The geometry in XYZ format:
```
15
Properties=species:S:1:pos:R:3:forces:R:3:lowdin_charge:R:1
C 1.28809 0.69034 -2.05192 -2.0693 1.6819 1.8005 0.0513
N -0.01789 -0.08247 -1.39194 0.9480 -1.4612 -0.0235 0.1201
H 1.74360 1.42670 -1.25971 -1.2570 -1.4746 -1.5005 0.1295
H 1.96645 -0.08840 -2.20703 1.0579 -0.9215 -0.7570 0.0504
H 0.89327 1.24607 -2.97077 0.7483 -1.0342 1.4120 0.1176
H 0.04490 -1.17532 -1.09841 0.2965 3.1501 -1.2683 0.2302
H -0.79303 0.02525 -2.06562 0.2970 -0.2474 0.5806 0.1485
H -0.29265 0.33313 -0.49653 -0.1587 0.1895 -0.1118 0.0727
C 0.13730 0.18534 2.13229 1.5352 0.4902 -0.6300 0.0117
C -0.84952 -0.70955 2.15223 0.9408 -0.7153 2.0161 -0.2842
O -1.71335 -0.67449 1.13954 -1.2749 0.3298 -2.2716 -0.0386
H 1.11680 0.31023 2.65001 -1.4067 -0.8187 0.3198 0.0818
H 0.15135 0.91103 1.30117 -0.5101 -0.1534 0.3678 0.0413
H -1.02294 -1.55567 2.87510 0.4975 1.1772 -0.5445 0.1420
H -2.65240 -0.84218 1.29158 0.3555 -0.1926 0.6103 0.1257
```
Positions in Å, forces in eV/Å.

---

Entry 3:
C34H42BrClLaN3O3PSSi as an isolated structure, computed with ωB97M-V with the def2-TZVPD basis set.

Its spin multiplicity is 1. The charge is +1. The total energy is -5805.691456 a.u. The HOMO-LUMO gap is 7.87 eV. The energy relative to the best compared isomer or geometry (same formula, charge and spin) is 9.0 kcal per mole. Its lowest unoccupied orbital energy is -0.076 Eh. The HOMO energy comes out at -9.925 eV.

The geometry in XYZ format:
```
88
Properties=species:S:1:pos:R:3:forces:R:3:lowdin_charge:R:1
La -0.73339 0.47777 -0.39995 1.1894 0.6644 0.7591 1.4095
C 2.98836 -0.47037 4.16408 -0.0110 -0.1206 -0.1400 -0.0151
N 2.75549 -0.72292 2.74060 -0.0145 0.0534 0.0547 -0.1093
C 3.51544 -1.82545 2.15574 -0.0550 0.0636 0.1375 0.0013
C 1.91060 0.00268 2.01035 -0.0094 -0.0540 -0.0133 -0.4004
O 1.64416 -0.23638 0.81888 -0.0968 0.0345 0.2404 -0.1083
C 1.24949 1.21813 2.66506 0.0459 -0.0514 0.0181 -0.1415
O 0.82475 2.09313 1.65435 -0.1726 0.0866 -0.0901 -0.2022
C 1.84816 2.91850 1.15390 0.0289 -0.0135 0.0355 -0.0998
C 1.61160 3.12498 -0.32481 0.0445 0.0182 -0.2534 -0.4017
O 0.76243 2.44284 -0.91103 -0.2731 -0.1717 0.0507 -0.1587
N 2.35604 4.02442 -0.95933 0.0540 0.0558 0.0038 -0.1131
C 2.16986 4.23725 -2.39952 0.0901 0.0659 0.1682 0.0072
C 3.33294 4.85491 -0.25341 -0.0831 -0.0594 -0.1648 -0.0189
H 3.09463 -1.42810 4.66985 0.0108 -0.0253 -0.0147 0.1014
H 2.15069 0.04460 4.62155 -0.0279 -0.0104 0.0074 0.0881
H 3.90063 0.10591 4.32188 0.0361 0.0189 -0.0209 0.1040
H 3.15057 -2.77918 2.53465 -0.0024 -0.0402 0.0098 0.0960
H 4.56517 -1.70873 2.42766 -0.0066 -0.0126 -0.0150 0.1041
H 3.40897 -1.81695 1.07939 -0.0365 0.0089 -0.0898 0.0642
H 1.92638 1.71609 3.35769 0.0461 0.0910 0.0294 0.1317
H 0.36369 0.90925 3.22159 -0.0501 -0.0277 -0.0046 0.1037
H 2.83782 2.46355 1.27581 0.0243 -0.0486 0.0033 0.1491
H 1.85132 3.87283 1.68327 0.0085 0.0723 0.0571 0.1452
H 1.46166 3.51163 -2.78225 -0.0233 -0.0371 0.0142 0.0857
H 3.12618 4.11763 -2.90717 0.0103 -0.0037 0.0049 0.0977
H 1.79140 5.24359 -2.57922 0.0059 0.0073 0.0096 0.1028
H 4.01358 4.25219 0.34695 -0.0094 -0.0268 0.0036 0.0941
H 2.84844 5.59572 0.38315 -0.0244 0.0147 -0.0004 0.1015
H 3.92526 5.38128 -0.99571 0.0130 0.0090 -0.0104 0.0962
C -6.51561 3.56045 2.80443 -0.2556 0.2108 -0.0611 -0.1817
Si -5.23343 2.24652 3.08867 0.0677 -0.0974 -0.1605 0.4754
C -3.85368 3.00759 4.05900 0.2785 0.1540 0.1360 -0.2080
C -5.98344 0.83878 4.02853 -0.1174 -0.3132 0.1615 -0.1714
C -4.73324 1.62787 1.36616 -0.0625 0.0102 -0.1574 -0.2344
C -5.71642 1.61634 0.37952 0.0103 -0.0090 0.0129 -0.0635
C -5.46364 1.19036 -0.92457 -0.0983 0.0708 0.1143 -0.0488
C -4.18064 0.82490 -1.23418 0.0955 0.0488 0.0364 -0.1786
N -3.20931 0.80589 -0.30892 -0.4691 0.0865 0.0745 -0.2169
C -3.47058 1.14393 0.97274 -0.0341 -0.2174 -0.0188 -0.7541
S -2.13642 0.84819 2.08669 -0.1819 -0.0450 0.0053 0.5122
H -6.84611 3.96349 3.76752 0.0269 -0.0118 -0.0920 0.0401
H -7.40407 3.18493 2.28903 0.0420 0.0708 0.0627 0.0280
H -6.10466 4.38623 2.21562 -0.0659 -0.0297 0.0428 0.0435
H -4.28983 3.51686 4.92591 0.0696 -0.0174 -0.0629 0.0379
H -3.31005 3.74762 3.46404 -0.0122 -0.0358 0.0787 0.0360
H -3.13789 2.26298 4.40927 -0.0550 0.0845 0.0006 -0.0006
H -6.38882 1.19086 4.98326 0.0373 -0.0638 -0.0753 0.0388
H -5.23881 0.06447 4.23789 -0.0783 0.0421 -0.0064 0.0353
H -6.80032 0.37965 3.46264 0.0560 0.0178 0.0752 0.0367
H -6.72238 1.93989 0.62772 0.0671 0.0072 -0.0193 0.0988
H -6.23871 1.16694 -1.67719 0.0004 0.0265 0.0197 0.1093
H -3.88825 0.53477 -2.23479 0.0421 -0.0062 -0.0168 0.0653
Cl -2.30598 -2.07835 -1.12741 -0.1106 -0.2570 0.0051 0.6652
C -1.55929 -2.98182 -2.44239 -0.1063 0.1337 0.1041 -0.6080
C -2.39331 -3.82093 -3.15600 0.0026 -0.0443 -0.0605 -0.0908
C -1.85339 -4.56166 -4.19492 0.0303 -0.0098 -0.0635 -0.0561
C -0.50127 -4.45685 -4.49842 -0.0174 0.0290 0.0355 -0.0548
C 0.31014 -3.60568 -3.76321 0.0325 -0.1385 -0.0501 -0.0774
C -0.20799 -2.84170 -2.71977 0.0913 0.1006 -0.0212 -0.3825
P 0.82104 -1.78889 -1.63456 0.2332 -0.5670 -0.2147 0.9450
C 1.58413 -3.11479 -0.62977 -0.0780 -0.0865 0.0118 -0.3640
C 2.75715 -3.78105 -0.97542 0.0245 -0.0176 0.0371 -0.0833
C 3.18723 -4.87478 -0.23132 -0.0311 0.0271 -0.0180 -0.0679
C 2.43511 -5.32970 0.84475 -0.0153 0.0382 -0.0245 -0.0788
C 1.25684 -4.67702 1.18917 0.0546 0.0531 0.0027 -0.0783
C 0.84378 -3.56736 0.46376 0.0364 -0.0444 0.0333 -0.1059
C 2.17213 -1.12489 -2.65454 -0.0228 0.0035 -0.0393 -0.3784
C 2.04283 -0.92913 -4.02687 0.0108 0.0556 -0.0667 -0.1116
C 3.05197 -0.29437 -4.73989 0.0068 0.0060 0.0070 -0.0614
C 4.19487 0.15437 -4.09146 -0.0133 -0.0190 -0.0218 -0.0770
C 4.32732 -0.02731 -2.72030 -0.0840 -0.0448 -0.0189 -0.0762
C 3.31707 -0.65673 -2.00649 0.0540 0.0363 0.0064 -0.1060
H -3.44361 -3.88827 -2.90465 0.0466 0.0009 -0.0029 0.1120
H -2.49454 -5.21861 -4.76957 0.0428 0.0179 0.0291 0.1147
H -0.07927 -5.04149 -5.30631 -0.0146 0.0362 0.0333 0.1126
H 1.36575 -3.53255 -4.00100 -0.0613 -0.0442 0.0323 0.1109
H 3.33703 -3.45565 -1.83104 -0.0068 0.0162 0.0148 0.1079
H 4.10076 -5.38731 -0.50957 -0.0423 0.0312 0.0139 0.1095
H 2.75999 -6.19806 1.40556 -0.0102 0.0493 -0.0189 0.1087
H 0.66084 -5.03151 2.02209 0.0232 0.0212 -0.0408 0.1102
H -0.07891 -3.06615 0.74005 0.0134 -0.0022 -0.0038 0.0905
H 1.14990 -1.26019 -4.54239 0.0338 0.0975 0.0236 0.0926
H 2.93980 -0.14722 -5.80754 0.0070 -0.0135 0.0561 0.1118
H 4.98337 0.63987 -4.65433 -0.0430 -0.0173 0.0231 0.1069
H 5.21874 0.31496 -2.20790 -0.0356 -0.0089 -0.0139 0.1047
H 3.41581 -0.77898 -0.93538 -0.0116 -0.0154 0.0143 0.0826
Br -1.10209 0.73949 -3.14593 -0.1145 0.0320 -0.7436 -0.0414
```
Positions in Å, forces in eV/Å.

---

Entry 4:
A single C5H6O molecule, computed with ωB97M-V with the def2-TZVPD basis set.

Its spin multiplicity is 1. The charge is 0. The total energy is -269.326926 a.u. The HOMO-LUMO gap is 9.57 eV. The energy relative to the best compared isomer or geometry (same formula, charge and spin) is 12.1 kcal per mole. Its lowest unoccupied orbital energy is 0.041 Eh. The HOMO energy comes out at -8.442 eV.

The geometry in XYZ format:
```
12
Properties=species:S:1:pos:R:3:forces:R:3:lowdin_charge:R:1
C 0.18928 0.89002 1.59996 -0.7955 0.5218 0.8148 -0.0244
C -0.16559 0.05668 0.44839 1.3948 0.7083 0.2818 -0.3667
C 0.63790 -0.85034 -0.12044 -0.2179 -0.4861 -0.3264 -0.0420
C 0.15818 -0.96711 -1.44490 -0.0946 -0.5464 -0.7444 -0.0773
C -0.90318 -0.14284 -1.57340 -0.0083 -0.1277 -0.2433 -0.1198
O -1.12344 0.50616 -0.40646 0.3406 0.0585 0.4661 0.0432
H 0.88597 0.44551 2.31451 -0.2623 -0.3351 -0.2749 0.0896
H -0.76070 1.07126 2.07069 -0.2255 0.5823 0.9216 0.0752
H 0.62922 1.85316 1.31866 -0.1903 -0.1219 -0.2358 0.0923
H 1.46022 -1.36030 0.35631 0.0195 0.1427 -0.1297 0.1166
H 0.57647 -1.59900 -2.19276 0.0098 -0.2700 -0.4880 0.0948
H -1.58431 0.09679 -2.37056 0.0298 -0.1266 -0.0420 0.1185
```
Positions in Å, forces in eV/Å.

---

Question: Which formula does entry 3 have?
Answer: C34H42BrClLaN3O3PSSi

---

Question: Which of these has the lowest HOMO-LUMO gap?
Answer: C17H24BrCuN2O3PSTe